Entry from OMol25: C29H30AsN4S4Tc as an isolated structure (the ωB97M-V functional and the def2-TZVPD basis).

Summary:
- Energy: -142887.44250 eV
- Strongest force on any atom: 0.154 eV Å⁻¹
- Energy above the lowest of the compared OMol25 structures with the same formula, charge and spin: 1.9 kcal/mol
- Net charge: +2
- Kohn-Sham gap: 6.6 eV
- HOMO energy: -12.991 eV
- LUMO energy: -6.4 eV

Each line ends with the natural charge from an NBO analysis.
Geometry (Å):
Tc -0.62053 0.02698 -0.07856  0.820
S -3.44539 0.49259 5.11530  -0.430
As -2.67179 2.33685 5.31345  0.718
S -2.85737 1.59463 1.94061  -0.017
S -1.55897 -0.02779 2.04710  -0.254
S -2.06761 2.99442 3.19885  -0.257
C -5.00519 -0.72774 -0.95974  -0.245
C -3.77992 -0.60005 -0.30376  0.128
N -2.63524 -0.38919 -0.94571  -0.506
C -2.66931 -0.35346 -2.30864  0.156
C -3.85011 -0.47113 -3.04502  -0.076
C -5.04700 -0.64681 -2.32812  -0.060
C -3.79229 -0.42876 -4.47862  -0.162
C -2.61202 -0.30944 -5.12397  -0.152
C -1.38136 -0.22490 -4.39294  -0.085
C -0.11677 -0.14224 -5.00505  -0.081
C 1.00736 -0.09063 -4.22054  -0.238
C 0.87317 -0.11130 -2.82959  0.107
N -0.30419 -0.17433 -2.22923  -0.474
C -1.41801 -0.23558 -2.99691  0.223
H -5.89886 -0.88803 -0.37477  0.257
H -3.72032 -0.68466 0.76992  0.239
H -5.98466 -0.73494 -2.86233  0.246
H -4.71812 -0.50421 -5.03326  0.244
H -2.57423 -0.28558 -6.20489  0.243
H -0.04198 -0.12764 -6.08471  0.246
H 1.99488 -0.03525 -4.65465  0.253
H 1.74381 -0.07898 -2.18880  0.220
C 0.22247 -1.90323 4.27294  -0.427
N 1.58648 -1.47127 3.84618  -0.334
C 2.13393 -0.44876 4.78095  -0.412
C 1.64207 -0.96876 2.42224  -0.250
C 1.22552 -2.01725 1.41906  -0.128
C 1.76665 -3.29621 1.53858  -0.156
C 1.39847 -4.32507 0.68670  -0.207
C 0.49677 -4.06635 -0.33060  -0.175
C 0.01359 -2.77679 -0.50727  -0.242
C 0.35359 -1.73364 0.35460  -0.113
H 0.29864 -2.35562 5.25858  0.236
H -0.16412 -2.62091 3.55483  0.246
H -0.42075 -1.02787 4.30265  0.247
H 2.18955 -2.29407 3.89837  0.430
H 1.50622 0.43744 4.72009  0.233
H 3.15270 -0.20533 4.49048  0.234
H 2.11832 -0.84695 5.79193  0.241
H 2.67408 -0.65004 2.26679  0.231
H 0.99671 -0.09444 2.38266  0.255
H 2.50475 -3.51294 2.30610  0.190
H 1.82166 -5.31217 0.80965  0.240
H 0.19379 -4.85362 -1.00730  0.238
H -0.65045 -2.59443 -1.34653  0.215
C 3.47514 0.53077 -0.13807  -0.643
C 2.89203 1.91410 -0.23221  0.001
C 3.72730 3.00602 -0.42348  -0.208
C 3.21247 4.28496 -0.55260  -0.140
C 1.84189 4.50505 -0.50751  -0.202
C 0.96247 3.45406 -0.31993  0.025
C -0.51878 3.66143 -0.29421  -0.647
C 1.51092 2.16327 -0.16657  0.068
N 0.63918 1.10589 0.02523  -0.186
H 4.20696 0.47820 0.66950  0.234
H 4.01305 0.28476 -1.05561  0.241
H 2.71958 -0.23596 0.02429  0.212
H 4.79679 2.84682 -0.47903  0.231
H 3.88361 5.12003 -0.70072  0.238
H 1.45111 5.50729 -0.62416  0.234
H -0.76430 4.71517 -0.40443  0.246
H -0.94829 3.30602 0.64007  0.232
H -1.00976 3.11757 -1.10767  0.215

Entry from OMol25: an isolated molecule of C4H7NOS in a non-equilibrium geometry (the ωB97M-V functional and the def2-TZVPD basis).

Summary:
- Energy: -18628.76752 eV
- Multiplicity: 3
- Strongest force on any atom: 6.754 eV Å⁻¹
- Energy above the lowest of the compared OMol25 structures with the same formula, charge and spin: 42.7 kcal/mol
- Kohn-Sham gap (spin up / spin down): 7.2 / 6.5 eV
- HOMO energy (spin up / spin down): -6.341 / -9.196 eV
- LUMO energy (spin up / spin down): 0.8 / -2.7 eV

Each line ends with the Löwdin spin population.
Geometry (Å):
C -0.66060 -1.18450 -0.16278  0.302
C -1.63181 -0.22842 -0.09114  0.089
C 0.81150 -0.98824 -0.23022  0.049
C -1.46236 1.20292 0.20050  0.497
N 1.27102 0.38875 -0.37510  0.039
O -2.39724 1.95175 0.26425  0.880
S 2.69474 0.95462 0.26879  0.004
H -1.09723 -2.25379 -0.08721  0.016
H -2.65836 -0.72069 -0.04063  -0.004
H 1.21321 -1.55124 0.58870  0.013
H 1.29264 -1.59935 -1.03173  0.015
H -0.38220 1.56188 0.35319  0.094
H 0.77449 0.98634 -1.02799  0.004
H 2.23218 1.47998 1.37137  0.001

Entry from OMol25: an isolated molecule of C3H5NO3 in a non-equilibrium geometry (the ωB97M-V functional and the def2-TZVPD basis).

Summary:
- Energy: -10823.49232 eV
- Strongest force on any atom: 1.377 eV Å⁻¹
- Energy above the lowest of the compared OMol25 structures with the same formula, charge and spin: 50.6 kcal/mol
- Kohn-Sham gap: 11.6 eV
- HOMO energy: -10.769 eV
- LUMO energy: 0.8 eV

Each line ends with the natural charge from an NBO analysis.
Geometry (Å):
H -1.92877 -1.63419 0.59778  0.357
N -1.78488 -0.62567 0.62308  -0.660
C -0.55694 -0.31933 0.70457  0.506
C -0.09062 1.11636 0.61432  -0.170
O 1.11357 1.02038 -0.14392  -0.506
C 1.19023 -0.27546 -0.60705  0.599
O 0.42207 -0.54672 -1.70639  -0.690
O 0.57268 -1.08129 0.55823  -0.530
H -0.84441 1.71856 0.10721  0.207
H 0.17822 1.54946 1.57850  0.214
H 2.23652 -0.49882 -0.87236  0.192
H -0.50770 -0.42328 -1.45396  0.481

Entry from OMol25: C3H2HoO3 as an isolated structure in a non-equilibrium geometry (the ωB97M-V functional and the def2-TZVPD basis).

Summary:
- Energy: -35061.71776 eV
- Multiplicity: 6
- Strongest force on any atom: 4.864 eV Å⁻¹
- Energy above the lowest of the compared OMol25 structures with the same formula, charge and spin: 13.5 kcal/mol
- Net charge: +2
- Kohn-Sham gap (spin up / spin down): 5.8 / 7.0 eV
- HOMO energy (spin up / spin down): -16.964 / -18.797 eV
- LUMO energy (spin up / spin down): -11.1 / -11.8 eV

Each line ends with the Löwdin spin population.
Geometry (Å):
H 1.80686 0.28760 -1.06270  0.029
O -0.05302 1.50719 -0.83919  -0.005
C 0.59980 0.43867 -1.28760  0.059
C 0.63639 -0.67475 -0.23571  0.270
C 0.86596 -2.01501 -0.66128  0.230
O 0.03429 -0.47678 0.88602  0.128
O 1.38205 -3.04464 -0.58832  0.214
Ho -1.17441 1.42933 1.01967  4.064
H 0.32578 0.07594 -2.29571  0.012

Entry from OMol25: a 7-piece molecular cluster, C26H67N2O6S2 overall in a non-equilibrium geometry (the ωB97M-V functional and the def2-TZVPD basis).

Summary:
- Energy: -64976.46421 eV
- Strongest force on any atom: 1.971 eV Å⁻¹
- Net charge: +1
- Kohn-Sham gap: 7.1 eV
- HOMO energy: -10.551 eV
- LUMO energy: -3.4 eV

Each line ends with the Mulliken charge.
Geometry (Å):
C -3.88163 -1.38796 1.75482  -0.886
C -2.37490 -1.79210 1.55363  -0.186
N -2.07865 -2.23353 0.18675  0.225
C -0.73226 -2.79875 0.04439  -0.107
C -0.58328 -4.27680 0.54224  -1.086
C -2.41476 -1.26490 -0.81891  -0.067
S -3.85706 -1.45883 -1.63192  -0.077
S -1.41948 0.16101 -1.33012  -0.218
C 0.17856 0.19114 -0.43816  -0.232
C 1.10749 1.32711 -1.03415  -0.713
C 2.57012 1.11938 -0.47337  -0.340
N 2.54712 1.22556 1.03251  -0.152
H -4.15135 -1.26918 2.82107  0.406
H -4.08120 -0.43456 1.22468  -0.028
H -4.50086 -2.17930 1.27205  0.334
H -1.66875 -0.99990 1.90960  0.148
H -2.22163 -2.68120 2.21540  0.270
H -0.04339 -2.17487 0.68965  0.034
H -0.31772 -2.69124 -0.98840  0.577
H -1.54240 -4.76026 0.81224  0.425
H 0.10729 -4.30937 1.42042  0.104
H -0.05032 -4.86231 -0.26048  0.080
H 0.77242 -0.75124 -0.54680  0.133
H 0.09953 0.37933 0.65918  0.270
H 1.21310 1.18053 -2.13482  0.439
H 0.71916 2.34354 -0.80888  0.449
H 2.83313 0.06227 -0.71097  0.087
H 3.30606 1.80568 -0.94086  0.195
H 3.48885 1.32550 1.42852  0.390
H 2.12988 0.39032 1.45410  0.256
H 2.01706 2.06559 1.28443  0.380
C -0.29973 -7.67504 -3.93480  -1.409
C -0.66686 -6.53892 -2.99353  0.406
C -0.94862 -5.25540 -3.75933  -0.916
O 0.39979 -6.31921 -2.06947  -0.487
H 0.60614 -7.43388 -4.49919  0.343
H -0.09081 -8.58666 -3.37189  0.328
H -1.10597 -7.87870 -4.64197  0.399
H -1.54529 -6.81711 -2.40765  0.323
H -0.06406 -4.93436 -4.31728  0.261
H -1.20178 -4.44570 -3.07085  0.053
H -1.77433 -5.38717 -4.46131  0.423
H 1.18333 -6.07174 -2.57302  0.247
C 1.43979 -5.61699 4.93313  -1.292
C 2.18995 -4.38373 4.45625  0.372
C 2.81239 -3.62989 5.62121  -1.305
O 1.29339 -3.52112 3.75074  -0.448
H 0.62329 -5.33852 5.60583  0.345
H 0.99086 -6.14297 4.08847  0.316
H 2.10409 -6.30485 5.45913  0.390
H 2.97017 -4.67875 3.75145  0.253
H 2.04153 -3.28563 6.31685  0.356
H 3.34003 -2.74199 5.26588  0.302
H 3.51738 -4.25881 6.16752  0.386
H 0.59851 -3.25281 4.36081  0.313
C 4.38863 -4.66421 -2.14144  -1.325
C 3.70568 -3.46823 -2.78601  0.352
C 4.29913 -2.15850 -2.28899  -1.189
O 2.30831 -3.49963 -2.49518  -0.395
H 4.25860 -4.64691 -1.05508  0.310
H 3.94762 -5.59614 -2.49940  0.322
H 5.45728 -4.67687 -2.36350  0.427
H 3.80761 -3.52820 -3.87102  0.351
H 4.16527 -2.05948 -1.20570  0.224
H 3.79253 -1.30834 -2.75410  0.267
H 5.36519 -2.09522 -2.51459  0.448
H 2.20190 -3.44825 -1.53883  0.193
C -6.33887 2.95653 0.95298  -1.395
C -4.88326 3.28892 1.24137  0.347
C -4.30181 4.20574 0.17636  -1.050
O -4.12096 2.08237 1.30053  -0.457
H -6.43543 2.43535 -0.00411  0.305
H -6.73940 2.29056 1.71978  0.354
H -6.95161 3.85950 0.92052  0.418
H -4.80326 3.76685 2.22009  0.261
H -4.33069 3.72584 -0.80707  0.403
H -3.25580 4.42863 0.39094  0.271
H -4.85361 5.14582 0.12096  0.222
H -4.18435 1.65169 0.44049  0.235
C -2.83143 9.08157 0.29039  -1.444
C -3.32339 7.73374 0.79375  0.548
C -3.86494 7.83607 2.21087  -1.151
O -2.25198 6.78867 0.75813  -0.473
H -2.01651 9.45604 0.91718  0.358
H -2.43746 8.99130 -0.72373  0.356
H -3.63517 9.82002 0.28782  0.368
H -4.10332 7.35720 0.12962  0.221
H -3.08445 8.16878 2.90163  0.338
H -4.20601 6.85988 2.56227  0.230
H -4.69941 8.53756 2.26556  0.375
H -1.55578 7.10926 1.33999  0.309
C 2.57402 4.89551 -1.71538  -0.925
C 4.02615 5.18476 -1.37452  0.296
C 4.66185 6.12012 -2.38931  -1.319
O 4.75773 3.95262 -1.33191  -0.571
H 2.49387 4.40483 -2.69029  0.309
H 2.14223 4.21336 -0.97779  0.016
H 1.97856 5.80926 -1.73730  0.462
H 4.08701 5.62898 -0.37904  0.294
H 4.65221 5.67387 -3.38804  0.346
H 5.70601 6.30815 -2.13493  0.337
H 4.13537 7.07494 -2.43027  0.377
H 4.71276 3.55496 -2.20853  0.373

Entry from OMol25: an isolated molecule of C4H9NOS in a non-equilibrium geometry (the ωB97M-V functional and the def2-TZVPD basis).

Summary:
- Energy: -18665.96917 eV
- Strongest force on any atom: 4.766 eV Å⁻¹
- Energy above the lowest of the compared OMol25 structures with the same formula, charge and spin: 35.9 kcal/mol
- Kohn-Sham gap: 9.8 eV
- HOMO energy: -9.081 eV
- LUMO energy: 0.7 eV

Each line ends with the natural charge from an NBO analysis.
Geometry (Å):
N -0.67244 -2.50541 0.40868  -0.812
C 0.23265 -1.54893 0.70948  0.684
O 0.30792 -1.01601 1.80230  -0.589
C 0.88097 -0.95417 -0.63804  -0.525
C -0.27365 -0.20253 -1.36302  -0.407
C -0.81809 1.01981 -0.52445  -0.520
S 0.29059 2.45780 -0.02476  -0.047
H -0.62791 -3.07684 1.20982  0.387
H -0.35884 -3.00690 -0.37023  0.370
H 1.45724 -1.80274 -1.18476  0.218
H 1.73135 -0.31025 -0.33847  0.241
H -1.17586 -0.68465 -1.53744  0.216
H 0.06830 0.19340 -2.42416  0.208
H -1.31342 0.50273 0.32729  0.218
H -1.78356 1.30476 -1.00423  0.225
H -0.53425 3.33656 -0.66475  0.134

Entry from OMol25: a 2-piece molecular cluster, C26H31BF3O11S overall in a non-equilibrium geometry (the ωB97M-V functional and the def2-TZVPD basis).

Summary:
- Energy: -69647.79770 eV
- Strongest force on any atom: 5.493 eV Å⁻¹
- Energy above the lowest of the compared OMol25 structures with the same formula, charge and spin: 0.0 kcal/mol
- Net charge: -1
- Kohn-Sham gap: 5.4 eV
- HOMO energy: -5.414 eV
- LUMO energy: 0.0 eV

Each line ends with the Mulliken charge.
Geometry (Å):
C 1.63999 2.70361 2.90917  -0.532
C 1.11051 1.64421 2.59932  -0.195
B 0.04647 0.50098 2.10116  1.272
C -0.91525 0.27247 3.41118  -0.834
C -2.08561 1.36812 3.50446  0.210
O -2.60937 1.28642 4.84293  -0.332
C -3.72165 2.15510 5.04555  -0.294
C -4.98158 1.84807 4.12445  -0.863
O -0.76774 0.91376 0.94789  -0.893
C -0.97816 -0.19277 0.09839  0.617
O -1.90662 -1.08564 0.74801  -0.608
C -1.49970 0.19086 -1.33656  -1.066
C -2.67982 1.22658 -1.20855  0.462
C -4.06875 0.55565 -0.75565  -1.189
O -2.95739 1.93165 -2.46026  -0.448
C -3.42925 3.24828 -2.16211  -0.446
C -2.26140 4.32335 -2.17344  0.685
C -2.56879 5.77148 -2.09692  -0.607
C -1.44060 6.75535 -2.15494  -0.321
C -0.02076 6.30664 -2.26921  -0.576
C 0.21431 4.84838 -2.31805  -0.364
C -0.86337 3.82200 -2.26349  -0.097
C 0.47135 -0.91194 0.25082  0.858
C 0.51715 -2.49059 0.09549  -1.976
S 1.98975 -0.02227 -0.38516  1.164
O 3.07423 0.05441 0.60936  -0.626
O 1.71468 1.36606 -0.80577  -0.621
C 2.74750 -0.96148 -1.83193  0.467
F 1.82474 -1.07047 -2.85822  -0.230
F 3.22175 -2.20310 -1.43527  -0.182
F 3.84728 -0.28061 -2.34525  -0.220
O 0.64375 -0.77876 1.67418  -0.509
H 2.05293 3.72737 3.07521  0.354
H -0.33204 0.36263 4.37914  0.196
H -1.44731 -0.72659 3.37630  0.041
H -1.61501 2.36243 3.24431  0.231
H -2.82463 1.07689 2.69848  -0.263
H -3.44675 3.25594 4.99577  0.252
H -4.06165 1.98359 6.11906  0.315
H -5.95644 1.87192 4.68619  0.336
H -4.97381 2.61319 3.28270  0.218
H -4.89363 0.82602 3.63940  0.237
H -2.23012 -1.75595 0.11197  0.439
H -0.65274 0.58744 -1.98201  0.244
H -1.90278 -0.73000 -1.86838  0.387
H -2.48227 2.03985 -0.43952  0.413
H -4.94568 1.16105 -1.12107  0.401
H -4.09132 -0.50263 -1.13487  0.244
H -4.07627 0.59075 0.38017  0.109
H -4.11838 3.54236 -3.02088  0.419
H -4.06612 3.29293 -1.23127  0.313
H -3.63029 6.13737 -1.99753  0.305
H -1.69811 7.84536 -2.12842  0.295
H 0.83974 7.01805 -2.31589  0.336
H 1.26666 4.46728 -2.41819  0.321
H -0.61300 2.73384 -2.29512  0.019
H 1.54196 -2.82192 0.45658  0.375
H -0.22576 -3.01857 0.75210  0.446
H 0.40724 -2.82279 -0.97724  0.279
C 4.83270 -4.96360 -1.30146  -0.902
C 5.47007 -5.27427 -2.43413  0.271
C 6.01883 -6.64342 -2.66976  0.894
O 6.57731 -6.89235 -3.72412  -0.630
C 5.86361 -7.63806 -1.60746  -0.997
C 5.22932 -7.32638 -0.47360  0.425
C 4.65649 -5.96487 -0.24931  0.941
O 4.07019 -5.72863 0.79049  -0.625
O 5.07693 -8.22744 0.52015  -0.572
O 5.64589 -4.36487 -3.41717  -0.531
H 4.42926 -3.97691 -1.11976  0.656
H 6.28064 -8.62031 -1.78294  0.402
H 4.58691 -7.75798 1.22378  0.357
H 6.12978 -4.83454 -4.12332  0.343

Entry from OMol25: C5H12NO3P as an isolated structure in a non-equilibrium geometry (the ωB97M-V functional and the def2-TZVPD basis).

Summary:
- Energy: -22298.15854 eV
- Strongest force on any atom: 3.946 eV Å⁻¹
- Energy above the lowest of the compared OMol25 structures with the same formula, charge and spin: 82.6 kcal/mol
- Kohn-Sham gap: 9.3 eV
- HOMO energy: -8.512 eV
- LUMO energy: 0.8 eV

Each line ends with the natural charge from an NBO analysis.
Geometry (Å):
C -1.24649 1.76709 0.77061  0.702
C -2.40130 -0.73355 -1.16142  -0.683
C 1.55303 -1.88052 0.88113  -0.276
C 2.58888 1.68507 -0.23470  -1.035
C -2.03721 -0.36979 0.21510  -0.114
N 0.64569 -0.25376 -1.47109  -1.209
O -0.04677 1.50649 0.72595  -0.671
O -2.29686 1.01094 0.59294  -0.462
O 1.87082 -0.52962 0.96209  -0.808
P 1.53495 0.25203 -0.38918  1.884
H -1.58644 2.77853 0.99653  0.127
H -3.14606 -0.12725 -1.72082  0.226
H -1.65557 -0.91339 -1.94369  0.267
H -2.87702 -1.67256 -1.30281  0.222
H 1.47990 -2.32275 -0.13099  0.219
H 0.60508 -2.05945 1.45567  0.185
H 2.49961 -2.37936 1.35076  0.186
H 2.66856 2.03325 -1.29807  0.265
H 1.90091 2.35402 0.31096  0.285
H 3.54847 1.32491 0.20480  0.264
H -0.93648 -0.50474 0.33550  0.230
H -2.66570 -0.96560 0.85072  0.195

Look up the energy of the eighth one.
-22298.15854 eV